This record from OMol25 describes C36H37MoNOP2 as an isolated structure. The level of theory is ωB97M-V with the def2-TZVPD basis set.

Geometry as ORCA input:
```
! wB97M-V def2-TZVPD RIJCOSX def2/J DEFGRID3
* xyz 2 3
Mo -2.58918 0.16447 0.27692
C 3.03945 -2.51757 -0.65206
C 3.18627 -1.81309 0.46702
C 4.27140 -0.78886 0.65920
C 4.63366 0.11290 -0.55088
C 3.49681 0.55602 -1.42275
C 3.05639 -0.11452 -2.50111
C 3.59665 -1.44008 -2.92940
C 3.99748 -2.43610 -1.81140
C -3.83735 1.90629 -0.03024
H 2.25687 -3.28063 -0.76267
H 2.60528 -2.07545 1.36011
H 5.18660 -1.32746 0.96147
H 4.02144 -0.11641 1.49265
H 5.07444 1.03655 -0.13543
H 5.42284 -0.36345 -1.14964
H 3.13384 1.56183 -1.19639
H 2.43970 0.37993 -3.24746
H 4.48344 -1.25404 -3.56094
H 2.86655 -1.95376 -3.56981
H 4.03337 -3.43752 -2.27365
H 5.01694 -2.21040 -1.46638
H -4.78103 1.35340 -0.20984
H -3.59779 2.53253 -0.89967
H -3.93581 2.51450 0.88889
P -0.89358 -0.71022 1.64094
P -1.04004 1.58726 -0.72371
C 0.57283 -0.00899 0.87106
C 0.50327 0.96307 -0.08492
C -0.70813 -0.69558 3.43037
C 0.58264 -0.77601 3.97048
C 0.75554 -0.81008 5.35621
C -0.34989 -0.72660 6.20691
C -1.63527 -0.61225 5.66252
C -1.82296 -0.59113 4.28304
C -1.02235 -2.47052 1.09875
C -1.45398 -2.74019 -0.21018
C -1.55589 -4.07444 -0.63008
C -1.28402 -5.12267 0.25719
C -0.90279 -4.84150 1.57137
C -0.79224 -3.51789 2.00551
C -0.96747 3.39492 -0.60675
C -1.05531 3.98007 0.67153
C -1.10478 5.36757 0.78326
C -1.04704 6.17810 -0.35487
C -0.93864 5.58730 -1.61782
C -0.90497 4.19981 -1.75589
C -1.23643 1.10378 -2.47883
C -2.48324 0.78875 -3.05215
C -2.53361 0.43521 -4.40716
C -1.36347 0.33053 -5.16351
C -0.13285 0.63942 -4.57429
C -0.07013 1.06234 -3.24898
H 1.54346 -0.41269 1.16616
H 1.39716 1.43911 -0.47930
H 1.44353 -0.80217 3.30697
H 1.76042 -0.90634 5.76546
H -0.21328 -0.74993 7.28967
H -2.49663 -0.54735 6.32459
H -2.82463 -0.49328 3.85291
H -1.74681 -1.90072 -0.87764
H -1.85135 -4.30130 -1.65177
H -1.37593 -6.15704 -0.08271
H -0.68925 -5.65693 2.26467
H -0.54341 -3.29641 3.04275
H -1.09933 3.34581 1.56190
H -1.19005 5.81940 1.76701
H -1.09146 7.26491 -0.25628
H -0.88686 6.21223 -2.50698
H -0.84461 3.73291 -2.74081
H -3.40072 0.83788 -2.45335
H -3.49509 0.24977 -4.87794
H -1.40976 0.02718 -6.21093
H 0.78513 0.57563 -5.15497
H 0.87028 1.37118 -2.79634
O -5.84992 -0.28776 3.14157
C -4.94836 -0.18716 2.37298
N -4.03599 -0.08604 1.59586
*
```

As for the HOMO-LUMO gap (spin up / spin down): 5.46 / 5.78 eV. The highest occupied orbital energy (spin up / spin down) comes out at -13.642 / -13.641 eV.